1.
A molecular structure, C34H35N2P2PdSe3Te, computed with wB97M-V/def2-TZVPD.

Atoms and positions in Å:
Pd  0.75486  0.52109  0.66881
C  3.54466  0.75187  -0.64003
P  2.54848  1.90937  0.38683
C  3.64958  2.42753  1.73891
C  3.16749  3.26717  2.74362
C  3.99388  3.68074  3.77595
C  5.30931  3.24138  3.83291
C  5.79487  2.39467  2.84879
C  4.97053  1.99369  1.80556
C  2.45268  3.40682  -0.67320
C  2.01612  3.28289  -1.99615
C  1.93745  4.39702  -2.81799
C  2.25873  5.65716  -2.33297
C  2.67404  5.79252  -1.01737
C  2.77830  4.67579  -0.19824
C  2.58631  0.26197  -1.67725
C  2.71910  0.10313  -3.04210
C  1.42112  -0.19551  -3.52327
C  0.57553  -0.21068  -2.42323
C  -0.83407  -0.70029  -2.38579
P  -2.25868  0.21351  -1.65547
C  -3.13017  0.98125  -3.08795
C  -2.75921  0.85475  -4.42106
C  -3.47754  1.50181  -5.42212
C  -4.57123  2.28607  -5.09807
C  -4.94245  2.43387  -3.76575
C  -4.22354  1.79250  -2.77360
C  -1.78806  1.71836  -0.75609
C  -2.25438  1.87839  0.54619
C  -2.02993  3.07013  1.22076
C  -1.34160  4.10231  0.59878
C  -0.87647  3.94587  -0.70011
C  -1.10108  2.75624  -1.37736
N  1.28837  0.06968  -1.29830
H  3.87450  -0.05094  0.02793
H  4.41374  1.24061  -1.08424
H  2.13281  3.58203  2.72340
H  3.60136  4.32835  4.54963
H  5.95076  3.55066  4.64881
H  6.81642  2.03844  2.89167
H  5.36602  1.33162  1.04766
H  1.73084  2.31914  -2.39459
H  1.60610  4.27374  -3.84204
H  2.18382  6.52649  -2.97471
H  2.92975  6.76845  -0.62321
H  3.12788  4.80476  0.81658
H  3.62687  0.21293  -3.61586
H  1.13681  -0.43077  -4.53913
H  -0.86361  -1.60137  -1.76426
H  -1.13233  -1.00370  -3.39034
H  -1.89704  0.26363  -4.69842
H  -3.17276  1.39367  -6.45569
H  -5.12991  2.78957  -5.87734
H  -5.78926  3.05578  -3.50319
H  -4.50359  1.91799  -1.73345
H  -2.76761  1.04678  1.01297
H  -2.38269  3.18408  2.23877
H  -1.15996  5.03069  1.12739
H  -0.32690  4.74560  -1.18055
H  -0.74109  2.63475  -2.39304
Se  2.16858  -0.80138  3.31437
Se  0.87546  -2.58698  2.41986
Te  0.42609  1.00322  3.20336
Se  -0.72219  -1.48351  1.10154
C  -4.64880  -1.90618  0.61240
C  -4.05099  -1.70480  -0.78348
C  -5.18075  -1.34906  -1.75573
C  -3.40676  -3.02163  -1.24133
N  -3.06080  -0.65850  -0.66791
H  -5.38570  -2.71443  0.61481
H  -5.13575  -0.98502  0.94021
H  -3.85415  -2.14088  1.32187
H  -5.92933  -2.14605  -1.77235
H  -4.80349  -1.21953  -2.77295
H  -5.67073  -0.42172  -1.45147
H  -4.13463  -3.83834  -1.24143
H  -2.57937  -3.28154  -0.57971
H  -3.01339  -2.91802  -2.25703

strongest force on any atom	0.014	hartree/bohr
E_LUMO	2.34	eV
charge	-1
calculated total energy	-9709.2075	a.u.
orbital gap	0.22012	Ha
E_HOMO	-0.134	Eh

***

2.
A molecular structure, C34H36AlN4O3Si2, computed with wB97M-V/def2-TZVPD.

Atoms and positions in Å:
Al  -0.60795  -0.48740  0.31256
C  -3.95621  0.61097  2.52864
C  -2.50548  0.24618  2.48519
O  -2.05539  -0.44784  1.54588
N  -1.72554  0.63717  3.47882
C  -0.30305  0.33025  3.52120
C  0.50726  1.25696  2.65595
C  1.44398  2.10322  3.21347
C  2.18703  2.93336  2.38504
C  1.95653  2.88765  1.02534
C  1.00247  2.00879  0.54110
N  0.28376  1.20545  1.32897
H  -4.39944  0.42488  1.55510
H  -4.08567  1.65697  2.80124
H  -4.46566  0.00049  3.27459
H  -2.11856  1.22462  4.19833
H  -0.16376  -0.70489  3.19648
H  0.02003  0.40391  4.55817
H  1.59582  2.10482  4.28290
H  2.93377  3.59355  2.80100
H  2.51024  3.49926  0.33196
H  0.81463  1.91923  -0.51289
N  -1.58331  -6.65652  1.15991
C  -1.69178  -5.71956  0.50963
C  -1.82775  -4.53680  -0.28429
C  -2.32268  -4.57962  -1.58411
C  -2.41224  -3.39570  -2.29435
C  -1.99483  -2.22135  -1.69387
N  -1.51957  -2.18560  -0.44733
C  -1.43819  -3.31573  0.24509
H  -2.61826  -5.52215  -2.02201
H  -2.78342  -3.38078  -3.30785
H  -2.00738  -1.27626  -2.21626
H  -1.01980  -3.25335  1.24169
C  5.01510  1.13481  -0.25877
C  4.92078  0.62203  1.02530
C  3.88744  -0.24555  1.35224
C  2.92519  -0.61015  0.41171
C  3.03684  -0.07630  -0.87382
C  4.07208  0.77837  -1.21186
Si  1.46835  -1.70788  0.88268
C  1.49522  -3.36715  -0.00818
C  1.23081  -3.42580  -1.37834
C  1.11544  -4.63761  -2.03823
C  1.24736  -5.82678  -1.33183
C  1.50794  -5.79190  0.02873
C  1.63445  -4.57209  0.67963
H  5.82545  1.80100  -0.51985
H  5.66159  0.88431  1.76878
H  3.83457  -0.64891  2.35534
H  2.30182  -0.32785  -1.62970
H  4.14559  1.16763  -2.21876
H  1.68950  -2.02603  2.33119
H  1.09965  -2.50765  -1.94313
H  0.92198  -4.65848  -3.10272
H  1.15312  -6.77566  -1.84222
H  1.61017  -6.71334  0.58496
H  1.83473  -4.56253  1.74373
C  -3.89811  2.32312  -1.37809
Si  -2.12257  2.06015  -1.87577
C  -1.91135  1.55759  -3.64960
C  -1.04879  3.51370  -1.41259
C  0.01897  3.91821  -2.21453
C  0.84561  4.96502  -1.83404
C  0.61392  5.63016  -0.64063
C  -0.44389  5.24843  0.17077
C  -1.26346  4.20100  -0.21500
H  -4.35770  3.05117  -2.04400
H  -4.00041  2.70594  -0.36526
H  -4.46789  1.39858  -1.45534
H  -1.98747  2.42365  -4.30659
H  -2.68653  0.85026  -3.94819
H  -0.94241  1.08790  -3.80977
H  0.21388  3.40969  -3.14844
H  1.66430  5.26690  -2.47213
H  1.25038  6.45305  -0.34763
H  -0.63114  5.77349  1.09793
H  -2.08532  3.91698  0.43070
O  -1.68610  0.73619  -0.88923
O  -0.35873  0.23820  -1.31475

strongest force on any atom	0.009	hartree/bohr
E_LUMO	-2.57	eV
charge	+1
calculated total energy	-2583.3514	a.u.
orbital gap	0.28903	Ha
E_HOMO	-0.383	Eh

***

3.
A molecular structure, C34H36BrFMnN3O3S, computed with wB97M-V/def2-TZVPD.

Atoms and positions in Å:
Mn  -1.14213  -1.39314  0.71172
C  -2.03661  -2.63344  2.61103
C  -0.68169  -3.01232  2.44606
C  -0.57907  -3.75229  1.24455
C  -1.86540  -3.83549  0.67266
C  -2.76646  -3.14140  1.51288
H  -2.45615  -2.13820  3.47263
H  0.09297  -2.91884  3.18662
H  0.30310  -4.26032  0.89082
H  -2.12286  -4.40115  -0.21326
H  -3.83716  -3.06852  1.38005
C  0.94372  0.46785  -2.50094
C  1.74538  -0.23781  -1.40019
C  1.14454  -1.62150  -1.12412
C  1.94538  0.65860  -0.17585
C  3.24881  1.09996  0.05354
C  3.56278  1.96709  1.08917
C  2.54854  2.41327  1.91852
C  1.23326  1.98680  1.74275
C  0.16088  2.53398  2.68844
C  0.02029  4.05617  2.54040
C  0.44156  2.18280  4.15414
C  0.92287  1.09115  0.69430
N  -0.41311  0.59777  0.59550
C  -1.39151  1.53245  0.32510
C  -1.19663  2.78356  -0.29321
C  -2.25472  3.65356  -0.54034
C  -3.55568  3.33402  -0.17710
C  -3.78561  2.10845  0.44016
C  -2.71918  1.27600  0.65850
F  -2.95119  0.07775  1.25921
H  0.88562  -0.15896  -3.39770
H  1.41049  1.41998  -2.77528
H  -0.07652  0.66708  -2.16797
H  2.74862  -0.40879  -1.78846
H  0.06893  -1.55615  -1.15331
H  1.48137  -2.03453  -0.17517
H  1.41328  -2.32154  -1.91635
H  4.03813  0.75414  -0.60831
H  4.58741  2.29341  1.24338
H  2.78265  3.10551  2.72509
H  -0.79011  2.08407  2.43119
H  0.91965  4.56520  2.90385
H  -0.83597  4.42311  3.11798
H  -0.13183  4.33487  1.49751
H  1.39890  2.59526  4.48771
H  0.46229  1.09886  4.30536
H  -0.34379  2.59396  4.79737
H  -0.18926  3.04403  -0.59926
H  -2.05631  4.59786  -1.03430
H  -4.37761  4.01476  -0.36568
H  -4.77754  1.80761  0.75882
Br  4.18493  -2.97984  -0.14296
C  3.82833  -2.04965  1.47878
C  4.90672  -1.68907  2.27283
C  4.62832  -1.02340  3.45281
C  3.31341  -0.73370  3.77128
C  2.31907  -1.13272  2.89387
N  2.56469  -1.80606  1.75780
H  5.91897  -1.92068  1.96671
H  5.43847  -0.72347  4.11050
H  3.06002  -0.19359  4.67580
H  1.27596  -0.91053  3.09054
N  -2.63865  -1.39986  -1.20048
C  -2.27857  -1.26146  -2.59380
C  -2.49667  -0.06208  -3.24996
C  -2.12915  0.07642  -4.58708
C  -1.54207  -0.98464  -5.26176
C  -1.31871  -2.19156  -4.58693
C  -1.68136  -2.32495  -3.25693
S  -1.19559  -0.89407  -7.01904
O  -1.26328  0.52518  -7.32358
O  0.12629  -1.48399  -7.14506
O  -2.25831  -1.69266  -7.60739
H  -3.05286  -2.29912  -1.02644
H  -3.31044  -0.68743  -0.94476
H  -2.94709  0.77253  -2.70934
H  -2.28623  1.01026  -5.11904
H  -0.84747  -3.00914  -5.12800
H  -1.49603  -3.25728  -2.71853

strongest force on any atom	0.018	hartree/bohr
E_LUMO (alpha / beta)	1.97 / 1.97	eV
charge	-1
calculated total energy	-5930.3825	a.u.
2S+1	6
orbital gap (alpha / beta)	0.26814 / 0.26804	Ha
E_HOMO (alpha / beta)	-0.196 / -0.196	Eh